No. 1
14
Properties=species:S:1:pos:R:3 method="wB97M-V/def2-TZVPD" homo_energy_ev=-8.602
C -2.030 0.880 -0.057
C -0.768 0.411 -0.051
C 0.406 1.257 -0.019
C 1.627 0.712 -0.134
O 1.939 -0.590 -0.270
C 0.909 -1.495 0.135
C -0.527 -1.070 -0.085
O -1.438 -1.869 -0.201
H -2.929 0.264 -0.082
H -2.244 1.942 -0.141
H 0.383 2.338 0.109
H 2.529 1.313 -0.130
H 1.129 -2.480 -0.306
H 1.016 -1.612 1.232

---

No. 2
14
Properties=species:S:1:pos:R:3 method="wB97M-V/def2-TZVPD" homo_energy_ev=-9.383
O 0.903 -0.808 -3.022
C 0.460 -0.557 -1.917
C -0.543 -1.409 -1.274
C -0.716 -0.915 -0.031
C 0.144 0.350 0.147
C 0.217 1.072 1.454
O -0.952 0.979 2.131
C 0.839 0.524 -0.998
H -0.891 -2.290 -1.788
H -1.233 -1.265 0.803
H 1.025 0.759 2.123
H 0.334 2.158 1.246
H -1.131 0.046 2.343
H 1.544 1.359 -1.217

---

No. 3
14
Properties=species:S:1:pos:R:3 method="wB97M-V/def2-TZVPD" homo_energy_ev=-9.404
O 2.462 -1.102 0.185
C 1.406 -0.771 -0.207
C 1.075 0.993 0.018
C -0.500 1.303 -0.166
C -1.445 0.404 0.133
C -0.875 -1.022 0.514
O -0.958 -2.307 -0.085
C -0.007 -1.283 -0.557
H 1.555 1.202 1.053
H 1.587 1.522 -0.696
H -0.740 2.398 -0.293
H -2.538 0.484 -0.117
H -0.629 -0.953 1.700
H -0.393 -0.869 -1.482

---

No. 4
17
Properties=species:S:1:pos:R:3 method="wB97M-V/def2-TZVPD" homo_energy_ev=-8.286
C 3.637 -0.062 -0.317
O 2.250 -0.304 -0.528
C 1.606 0.696 0.011
O 2.118 1.727 0.438
C 0.091 0.276 0.038
C -0.826 1.262 0.062
C -0.517 2.760 0.215
S -2.524 0.839 -0.212
S -2.149 -1.144 -0.075
C -0.395 -1.051 0.093
S 0.460 -2.436 0.294
H 4.192 -0.954 -0.680
H 3.997 0.854 -0.741
H 3.781 0.019 0.733
H -1.454 3.477 0.327
H 0.286 2.760 1.126
H 0.086 3.041 -0.764

---

no.,lowest unoccupied orbital energy (eV)
1,0.01
2,-0.84
3,0.91
4,-0.54